Record 1
# C45H37N5O2P3S2Yb

A molecular structure, C45H37N5O2P3S2Yb (ωB97M-V/def2-TZVPD, OMol25).

Cartesian coordinates (Å):
1 Yb -0.244 0.054 -0.242
2 S 1.909 1.412 -0.943
3 P 2.603 -0.097 0.258
4 C 1.442 -1.080 1.080
5 P 0.743 -0.438 2.524
6 S -0.926 0.708 2.307
7 C 1.840 0.408 3.703
8 C 2.079 1.768 3.543
9 C 3.017 2.398 4.337
10 C 3.720 1.672 5.286
11 C 3.482 0.316 5.444
12 C 2.549 -0.322 4.649
13 C 0.143 -1.923 3.386
14 C 0.424 -3.171 2.847
15 C -0.067 -4.311 3.458
16 C -0.839 -4.200 4.602
17 C -1.132 -2.953 5.132
18 C -0.645 -1.809 4.527
19 C 3.989 0.604 1.197
20 C 4.251 1.967 1.205
21 C 5.267 2.461 2.002
22 C 6.008 1.600 2.793
23 C 5.743 0.237 2.784
24 C 4.731 -0.263 1.989
25 C 3.370 -1.296 -0.877
26 C 2.658 -2.444 -1.209
27 C 3.213 -3.374 -2.067
28 C 4.474 -3.155 -2.602
29 C 5.172 -1.999 -2.293
30 C 4.624 -1.065 -1.431
31 H 1.520 2.316 2.792
32 H 3.209 3.455 4.215
33 H 4.459 2.165 5.902
34 H 4.030 -0.245 6.188
35 H 2.360 -1.382 4.755
36 H 1.027 -3.232 1.950
37 H 0.151 -5.280 3.036
38 H -1.219 -5.091 5.081
39 H -1.751 -2.873 6.014
40 H -0.880 -0.825 4.914
41 H 3.660 2.621 0.579
42 H 5.479 3.521 2.005
43 H 6.795 1.989 3.422
44 H 6.329 -0.430 3.398
45 H 4.500 -1.320 1.970
46 H 1.674 -2.615 -0.778
47 H 2.664 -4.271 -2.311
48 H 4.911 -3.889 -3.263
49 H 6.148 -1.827 -2.724
50 H 5.159 -0.157 -1.180
51 N -1.083 4.591 -0.177
52 C -1.299 3.428 0.449
53 N -1.165 2.440 -0.413
54 C -0.860 3.067 -1.594
55 N -0.806 4.377 -1.466
56 C -0.648 2.331 -2.817
57 C -0.062 2.880 -3.913
58 N -0.153 2.287 -5.144
59 C -0.522 1.082 -5.239
60 C -0.778 0.198 -4.047
61 N -1.048 0.985 -2.825
62 H -1.094 5.535 0.182
63 H -1.557 3.313 1.485
64 H 0.410 3.846 -3.881
65 H -0.719 0.678 -6.222
66 H 0.038 -0.522 -3.900
67 O -1.264 -3.613 -1.038
68 C -1.551 -2.456 -1.237
69 O -0.721 -1.492 -1.453
70 C -3.011 -1.964 -1.275
71 P -2.889 -0.131 -1.087
72 C -4.696 0.118 -0.938
73 C -5.564 -0.183 -1.983
74 C -6.930 -0.174 -1.771
75 C -7.435 0.126 -0.516
76 C -6.574 0.428 0.526
77 C -5.204 0.425 0.318
78 C -2.481 0.578 -2.810
79 C -3.391 1.721 -3.119
80 C -3.991 1.855 -4.300
81 C -3.865 0.852 -5.340
82 C -3.061 -0.202 -5.200
83 C -2.207 -0.393 -3.988
84 H -3.581 -2.362 -0.430
85 H -3.525 -2.273 -2.190
86 H -5.166 -0.431 -2.957
87 H -7.600 -0.421 -2.582
88 H -8.503 0.112 -0.353
89 H -6.971 0.652 1.504
90 H -4.517 0.643 1.127
91 H -3.514 2.464 -2.344
92 H -4.622 2.707 -4.497
93 H -4.465 0.976 -6.230
94 H -2.992 -0.966 -5.962
95 H -2.183 -1.448 -3.706

The multiplicity is 2. Its charge is 0. For the frontier orbital gap (alpha / beta), the calculation gives 7.37 / 7.37 eV.

Atomic partial charges in e from the Löwdin method, atoms 1 to 6:
1. Yb 1.066
2. S 0.324
3. P 0.412
4. C -0.593
5. P 0.392
6. S 0.250



Record 2
# C43H52BCrN10O2P

A molecular structure, C43H52BCrN10O2P (ωB97M-V/def2-TZVPD, OMol25).

Cartesian coordinates (Å):
1 Cr -0.564 0.072 -0.917
2 C 0.407 0.458 -4.673
3 C -0.324 -0.694 -4.067
4 C -0.824 -1.731 -4.856
5 C -1.489 -2.582 -3.999
6 C -2.245 -3.825 -4.325
7 N -1.380 -2.071 -2.765
8 N -0.662 -0.908 -2.780
9 B -2.101 -2.566 -1.505
10 N -1.063 -2.882 -0.422
11 N -0.416 -1.878 0.206
12 C 0.282 -2.426 1.200
13 C 1.060 -1.634 2.199
14 C 0.095 -3.812 1.196
15 C -0.769 -4.066 0.146
16 C -1.307 -5.373 -0.330
17 N -3.037 -1.435 -1.030
18 N -2.610 -0.155 -0.901
19 C -3.669 0.586 -0.563
20 C -3.646 2.064 -0.340
21 C -4.797 -0.236 -0.486
22 C -4.357 -1.511 -0.786
23 C -5.153 -2.770 -0.857
24 H 0.897 0.116 -5.584
25 H -0.296 1.247 -4.948
26 H 1.150 0.893 -4.021
27 H -0.706 -1.831 -5.922
28 H -2.124 -4.049 -5.382
29 H -1.894 -4.673 -3.738
30 H -3.307 -3.686 -4.118
31 H -2.739 -3.538 -1.746
32 H 1.318 -0.652 1.811
33 H 0.473 -1.494 3.112
34 H 1.970 -2.165 2.478
35 H 0.531 -4.530 1.871
36 H -0.913 -6.176 0.289
37 H -2.396 -5.392 -0.278
38 H -1.010 -5.557 -1.363
39 H -2.642 2.425 -0.132
40 H -4.017 2.589 -1.221
41 H -4.311 2.326 0.483
42 H -5.801 0.059 -0.232
43 H -6.186 -2.562 -0.588
44 H -5.135 -3.188 -1.864
45 H -4.758 -3.520 -0.171
46 N -2.140 -0.663 2.405
47 C -2.094 0.728 2.812
48 C -1.937 0.949 4.333
49 C -0.653 0.445 5.010
50 C 0.642 1.212 4.694
51 N 0.456 2.654 4.682
52 C 0.720 3.512 5.626
53 N 1.253 3.154 6.805
54 N 0.448 4.812 5.416
55 C -1.114 1.542 1.935
56 O -0.832 2.702 2.306
57 O -0.620 1.028 0.900
58 H -2.796 -1.189 2.968
59 H -1.234 -1.110 2.435
60 H -3.067 1.165 2.562
61 H -2.763 0.409 4.799
62 H -2.091 2.007 4.554
63 H -0.487 -0.603 4.744
64 H -0.823 0.471 6.089
65 H 1.001 0.944 3.698
66 H 1.423 0.931 5.402
67 H -0.037 2.941 3.789
68 H 1.422 2.188 7.020
69 H 1.482 3.837 7.503
70 H 0.128 5.107 4.508
71 H 0.687 5.517 6.087
72 C 4.528 1.675 2.583
73 C 5.052 0.797 1.646
74 C 4.251 0.293 0.631
75 C 2.914 0.667 0.550
76 C 2.391 1.554 1.492
77 C 3.195 2.055 2.503
78 P 1.837 0.250 -0.873
79 C 2.643 -1.179 -1.656
80 C 2.759 -1.306 -3.037
81 C 3.079 -2.530 -3.603
82 C 3.284 -3.641 -2.799
83 C 3.210 -3.516 -1.418
84 C 2.889 -2.294 -0.852
85 C 2.112 1.785 -1.810
86 C 3.338 2.345 -2.068
87 C 3.412 3.614 -2.668
88 C 2.269 4.279 -3.022
89 C 0.996 3.698 -2.826
90 C -0.188 4.298 -3.317
91 C -1.378 3.637 -3.212
92 C -1.443 2.383 -2.566
93 C -0.352 1.798 -1.969
94 C 0.906 2.447 -2.160
95 H 5.164 2.076 3.361
96 H 6.097 0.517 1.696
97 H 4.672 -0.386 -0.101
98 H 1.358 1.871 1.411
99 H 2.787 2.761 3.217
100 H 2.629 -0.441 -3.673
101 H 3.160 -2.621 -4.679
102 H 3.515 -4.600 -3.243
103 H 3.396 -4.371 -0.780
104 H 2.842 -2.194 0.226
105 H 4.251 1.823 -1.811
106 H 4.383 4.059 -2.840
107 H 2.330 5.257 -3.485
108 H -0.128 5.261 -3.810
109 H -2.280 4.065 -3.630
110 H -2.389 1.858 -2.571

The multiplicity is 2. Its charge is +1. For the frontier orbital gap (alpha / beta), the calculation gives 7.34 / 7.71 eV.

Atomic partial charges in e from the Löwdin method, atoms 1 to 6:
1. Cr 0.669
2. C -0.014
3. C -0.290
4. C 0.024
5. C -0.254
6. C -0.008



Record 3
# CH5IN4O

3 unconnected molecules or ions with the total composition CH5IN4O (ωB97M-V/def2-TZVPD, OMol25).

Cartesian coordinates (Å):
1 C -8.412 -0.110 0.789
2 N -8.299 -1.373 0.575
3 N 10.955 0.453 0.265
4 N -7.468 -1.892 -0.355
5 N 11.508 3.033 -0.534
6 O -8.589 1.026 0.801
7 I 11.729 -1.066 -0.316
8 H -8.764 -2.097 1.123
9 H -7.491 -2.888 -0.686
10 H -7.452 -1.409 -1.313
11 H 10.674 3.599 -0.729
12 H 11.608 2.724 0.381

Its charge is +2. For the frontier orbital gap (alpha / beta), the calculation gives 5.40 / 5.34 eV. The calculation puts the energy above the lowest of the compared OMol25 structures with the same formula, charge and spin at 478.9 kJ/mol.

Atomic partial charges in e from the Löwdin method, atoms 1 to 6:
1. C -0.023
2. N 0.052
3. N -0.620
4. N 0.050
5. N 0.340
6. O 0.376



Record 4
# C49H45LaN9O2STe

A molecular structure, C49H45LaN9O2STe (ωB97M-V/def2-TZVPD, OMol25).

Cartesian coordinates (Å):
1 La 1.399 0.627 -0.509
2 S 2.842 -0.279 7.256
3 N 3.654 -0.862 5.991
4 C 2.959 -0.526 4.919
5 C 3.343 -0.793 3.539
6 C 4.520 -1.406 3.197
7 C 4.861 -1.556 1.843
8 C 4.009 -1.046 0.902
9 N 2.833 -0.454 1.195
10 C 2.459 -0.339 2.520
11 C 1.214 0.270 2.822
12 N 0.340 0.556 1.773
13 C -0.809 1.221 2.071
14 C -1.153 1.643 3.314
15 C -0.291 1.318 4.401
16 C 0.866 0.623 4.155
17 C 1.773 0.196 5.216
18 N 1.587 0.399 6.508
19 H 5.176 -1.753 3.986
20 H 5.784 -2.028 1.538
21 H 4.270 -1.109 -0.149
22 H -1.483 1.411 1.235
23 H -2.076 2.188 3.463
24 H -0.531 1.597 5.419
25 N -0.688 1.885 -4.506
26 C 0.449 2.658 -4.580
27 C 1.045 2.545 -3.367
28 N 0.286 1.714 -2.553
29 C -0.747 1.338 -3.283
30 H -1.349 1.737 -5.250
31 H 0.725 3.206 -5.465
32 H 1.956 3.010 -3.023
33 H -1.549 0.692 -2.961
34 C -4.608 -6.337 2.497
35 C -3.663 -5.342 1.884
36 C -3.173 -5.516 0.596
37 C -2.317 -4.598 -0.001
38 C -1.782 -4.901 -1.376
39 C -1.978 -3.469 0.746
40 Te -1.141 -1.706 -0.054
41 N 0.644 -1.693 -0.788
42 C 1.453 -1.825 -1.847
43 O 2.193 -0.819 -2.123
44 C 1.600 -3.073 -2.621
45 C 1.336 -4.296 -2.017
46 C 1.499 -5.469 -2.737
47 C 1.910 -5.415 -4.062
48 C 2.179 -4.191 -4.668
49 C 2.040 -3.018 -3.945
50 C -2.310 -1.629 -1.820
51 C -1.757 -1.918 -3.063
52 C -2.527 -1.789 -4.209
53 C -3.845 -1.361 -4.103
54 C -4.387 -1.074 -2.859
55 C -3.637 -1.205 -1.689
56 C -4.298 -0.949 -0.353
57 C -2.401 -3.271 2.076
58 C -1.974 -2.102 2.941
59 C -3.250 -4.224 2.611
60 H -4.689 -7.240 1.893
61 H -5.606 -5.902 2.590
62 H -4.283 -6.619 3.499
63 H -3.448 -6.404 0.036
64 H -1.279 -5.869 -1.371
65 H -1.063 -4.166 -1.715
66 H -2.589 -4.956 -2.109
67 H 1.037 -4.329 -0.975
68 H 1.316 -6.425 -2.264
69 H 2.034 -6.333 -4.624
70 H 2.514 -4.155 -5.697
71 H 2.266 -2.057 -4.390
72 H -0.731 -2.251 -3.152
73 H -2.101 -2.033 -5.175
74 H -4.456 -1.259 -4.992
75 H -5.421 -0.753 -2.783
76 H -5.119 -0.241 -0.455
77 H -3.613 -0.540 0.395
78 H -4.709 -1.877 0.055
79 H -0.905 -1.892 2.862
80 H -2.178 -2.323 3.987
81 H -2.514 -1.182 2.700
82 H -3.596 -4.100 3.632
83 C 1.878 7.496 -0.065
84 N 2.460 6.159 -0.102
85 N 1.712 5.016 0.035
86 C 2.523 3.939 -0.155
87 O 2.091 2.740 -0.025
88 C 3.801 4.434 -0.455
89 C 3.718 5.811 -0.409
90 C 4.770 6.837 -0.655
91 C 0.374 5.004 0.543
92 C -0.616 4.387 -0.205
93 C -1.908 4.328 0.296
94 C -2.208 4.899 1.526
95 C -1.206 5.515 2.267
96 C 0.093 5.557 1.782
97 H 0.814 7.433 -0.266
98 H 2.344 8.101 -0.838
99 H 2.030 7.968 0.904
100 H 4.681 3.839 -0.640
101 H 5.737 6.352 -0.759
102 H 4.826 7.550 0.168
103 H 4.568 7.394 -1.572
104 H -0.376 3.968 -1.175
105 H -2.688 3.852 -0.287
106 H -3.222 4.873 1.905
107 H -1.431 5.954 3.230
108 H 0.886 6.003 2.373

The multiplicity is 2. Its charge is +2. For the frontier orbital gap (alpha / beta), the calculation gives 4.49 / 7.61 eV. The calculation puts the energy above the lowest of the compared OMol25 structures with the same formula, charge and spin at 94.1 kJ/mol.

Atomic partial charges in e from the Löwdin method, atoms 1 to 6:
1. La 2.045
2. S 1.038
3. N -0.206
4. C -0.305
5. C -0.096
6. C 0.009



Record 5
# C4H8Se

2 unconnected molecules or ions with the total composition C4H8Se (ωB97M-V/def2-TZVPD, OMol25).

Cartesian coordinates (Å):
1 C 0.640 -0.663 1.588
2 C 0.000 0.369 1.651
3 C -0.624 1.646 1.666
4 Se -2.639 1.526 1.493
5 H 0.827 -1.619 1.209
6 H -0.248 2.208 0.877
7 H -0.273 2.331 2.586
8 H -2.942 2.802 2.054
9 C 0.172 -0.582 -1.485
10 H 0.180 0.256 -0.843
11 H -0.047 -1.606 -0.899
12 H -0.581 -0.392 -2.262
13 H 1.064 -0.699 -1.988

Its charge is 0. For the frontier orbital gap, the calculation gives 9.68 eV. The calculation puts the energy above the lowest of the compared OMol25 structures with the same formula, charge and spin at 255.9 kJ/mol. As for the structure (SMILES): C#CC[SeH].C.

Atomic partial charges in e from the Löwdin method, atoms 1 to 6:
1. C 0.099
2. C -0.279
3. C -0.546
4. Se 0.752
5. H 0.019
6. H 0.024



Record 6
# C11H22N3O

2 unconnected molecules or ions with the total composition C11H22N3O (ωB97M-V/def2-TZVPD, OMol25).

Cartesian coordinates (Å):
1 C 3.082 -0.667 -1.448
2 N 2.432 0.671 -1.671
3 C 1.701 0.713 -2.998
4 C 0.164 0.326 -2.645
5 C -0.858 1.447 -2.345
6 C -2.326 0.978 -2.002
7 C -2.625 -0.558 -1.965
8 C -1.452 -1.544 -2.258
9 N -0.126 -1.093 -2.599
10 H 4.176 -0.585 -1.767
11 H 2.577 -1.538 -1.995
12 H 3.006 -0.870 -0.310
13 H 1.693 0.719 -0.927
14 H 1.806 1.786 -3.378
15 H 2.142 0.004 -3.777
16 H -0.634 2.561 -2.358
17 H -3.153 1.744 -1.762
18 H -3.631 -1.025 -1.716
19 H -1.604 -2.687 -2.213
20 H 0.603 -1.800 -2.780
21 C -0.349 -1.082 1.366
22 C 0.629 -0.229 2.170
23 C 0.132 0.103 3.591
24 O -0.856 1.127 3.640
25 C -2.178 0.682 3.386
26 N 0.939 0.988 1.408
27 H -1.208 -0.510 1.007
28 H 0.148 -1.498 0.483
29 H -0.720 -1.919 1.962
30 H 1.552 -0.811 2.274
31 H 0.983 0.488 4.163
32 H -0.212 -0.795 4.118
33 H -2.357 -0.324 3.777
34 H -2.389 0.719 2.315
35 H -2.866 1.372 3.880
36 H 1.659 1.509 1.905
37 H 0.121 1.597 1.465

Its charge is +1. For the frontier orbital gap, the calculation gives 7.19 eV. The calculation puts the energy above the lowest of the compared OMol25 structures with the same formula, charge and spin at 324.5 kJ/mol.

Atomic partial charges in e from the Löwdin method, atoms 1 to 6:
1. C -0.133
2. N -0.118
3. C -0.153
4. C -0.095
5. C 0.055
6. C 0.032